a:
7
Properties=species:S:1:pos:R:3 method="wB97M-V/def2-TZVPD" multiplicity=1 gap_ev=8.8
O -1.74 -1.24 -0.45
C -1.37 -0.21 0.00
C 0.39 0.14 0.21
O -0.25 0.63 -0.77
C 1.83 0.15 0.15
N 2.98 0.05 0.20
H -1.83 0.50 0.68

---

b:
7
Properties=species:S:1:pos:R:3 method="wB97M-V/def2-TZVPD" multiplicity=1 gap_ev="6.5 / 5.7"
C 0.79 0.46 -0.11
C 0.44 -0.92 0.05
C -1.03 0.58 -0.06
O 1.65 1.24 0.12
O -0.90 -0.87 0.03
N -1.89 1.39 0.05
H 0.93 -1.87 -0.09

---

c:
7
Properties=species:S:1:pos:R:3 method="wB97M-V/def2-TZVPD" multiplicity=1 gap_ev="7.9 / 7.9"
C -0.14 -0.11 0.60
C -1.50 0.85 0.05
C -2.58 -0.08 0.15
N -0.40 -0.59 1.66
O -1.43 2.06 0.03
O -2.90 -1.08 -0.31
H 0.52 -0.32 -0.24

---

It turns out a is the most stable, with the second structure 0.0038 hartree higher.

---

a:
15
Properties=species:S:1:pos:R:3 method="wB97M-V/def2-TZVPD" multiplicity=2 charge=+1 gap_ev="11.9 / 6.5" s2=0.7555
O 0.67 1.46 1.03
C 0.54 0.26 1.25
N 0.31 -0.33 2.50
C 0.64 -0.73 0.04
N 0.51 0.09 -1.32
C -0.80 0.13 -1.87
O -1.79 0.36 -0.97
H 0.37 0.29 3.33
H 0.37 -1.36 2.66
H -0.16 -1.45 0.01
H 1.73 -1.07 -0.01
H 0.96 1.03 -1.29
H -0.99 -0.85 -2.34
H -0.81 0.95 -2.67
H -1.56 1.21 -0.37

---

b:
15
Properties=species:S:1:pos:R:3 method="wB97M-V/def2-TZVPD" multiplicity=2 charge=+1 gap_ev="5.8 / 4.6" s2=0.9460
N -0.31 0.14 1.45
C -0.18 1.27 0.53
C -1.39 1.28 -0.46
O -1.82 2.47 -0.93
C 0.82 -1.69 -0.38
N 1.34 -2.43 0.79
O 1.49 -0.94 -1.18
H 1.04 -1.40 0.84
H 0.54 0.57 0.34
H 0.09 2.31 0.91
H -1.14 0.51 -1.23
H -2.22 0.80 0.09
H -0.55 0.56 2.36
H 2.32 -2.56 0.54
H -0.17 -2.10 -0.78

---

It turns out a is the most stable, with the second structure 0.3455 hartree higher.

---

a:
10
Properties=species:S:1:pos:R:3 method="wB97M-V/def2-TZVPD" multiplicity=1 gap_ev="10.0 / 7.0"
C -1.02 0.68 0.30
C -0.66 -0.70 0.23
N -0.14 1.50 0.71
N 0.60 -1.06 0.51
Cl -2.68 1.08 -0.10
Cl -1.81 -1.94 0.05
H -1.26 -0.35 -2.52
H -0.42 2.47 0.79
H 1.20 -0.31 0.86
H 0.83 -2.03 0.66

---

b:
10
Properties=species:S:1:pos:R:3 method="wB97M-V/def2-TZVPD" multiplicity=1 gap_ev=9.6
C -0.55 0.76 0.16
C -0.10 -0.55 -0.34
N 0.23 1.53 0.74
N 1.22 -0.85 -0.06
Cl -2.25 1.10 -0.15
Cl -1.27 -1.86 -0.02
H -0.23 -0.34 -1.96
H -0.11 2.43 1.04
H 1.59 -0.39 0.75
H 1.47 -1.82 -0.16

---

It turns out b is the most stable, with the second structure 0.0637 hartree higher.

---

a:
9
Properties=species:S:1:pos:R:3 method="wB97M-V/def2-TZVPD" multiplicity=1 gap_ev=11.0 smiles="C=CC"
C 1.39 -0.15 0.12
C 0.21 0.49 0.06
C -1.21 -0.17 0.06
H 1.66 -1.32 -0.12
H 2.34 0.36 -0.01
H 0.21 1.58 -0.05
H -1.01 -0.87 -0.77
H -1.64 -0.52 1.00
H -1.96 0.62 -0.29

---

b:
9
Properties=species:S:1:pos:R:3 method="wB97M-V/def2-TZVPD" multiplicity=1 gap_ev=11.4 smiles=C1CC1
C 0.33 0.77 0.31
C -0.68 -0.33 0.42
C 0.38 -0.40 -0.77
H 1.10 0.61 1.08
H 0.05 1.93 0.26
H -1.70 -0.10 0.16
H -0.68 -1.23 1.06
H 1.22 -1.06 -0.53
H -0.14 -0.37 -1.76

---

It turns out a is the most stable, with the second structure 0.0068 hartree higher.

---

a:
58
Properties=species:S:1:pos:R:3 method="wB97M-V/def2-TZVPD" multiplicity=1 gap_ev=8.9
C -0.27 -1.64 0.17
N -0.93 -0.28 -0.02
C -2.04 -0.24 -1.03
C -2.61 1.18 -1.28
C -3.49 1.40 -0.14
C 0.75 -1.65 1.28
C 1.20 -2.95 1.70
H -1.07 -2.31 0.31
H 0.35 -2.06 -0.64
H -0.28 0.45 -0.30
H -2.83 -1.03 -0.66
H -1.61 -0.90 -1.90
H -3.21 1.24 -2.25
H -1.79 1.92 -1.24
H -4.23 2.04 -0.25
H -3.94 0.43 0.29
H -2.87 1.95 0.65
H 0.14 -1.14 2.14
H 1.68 -0.98 1.02
H 1.65 -2.73 2.68
H 2.12 -3.29 1.10
H 0.33 -3.64 1.67
H 2.37 -1.19 -3.23
H 3.65 -1.43 -2.19
O 2.78 -1.58 -2.58
H 4.20 0.62 2.84
H 2.82 0.56 2.59
O 3.61 0.69 2.15
H 1.58 2.77 -3.54
H 0.11 2.90 -4.15
O 0.95 2.61 -4.26
H 0.92 3.02 -0.35
H 0.72 3.64 0.78
O 0.16 3.47 -0.07
H -2.97 -2.41 0.82
H -4.46 -2.22 1.43
O -3.94 -2.67 0.69
H -0.40 -3.50 -2.50
H -1.57 -3.22 -3.40
O -1.25 -3.80 -2.74
H 1.62 1.29 0.08
H 2.58 1.10 -1.18
O 1.68 1.22 -0.82
H -2.92 -0.78 3.49
H -2.56 -2.01 4.06
O -3.32 -1.71 3.49
H 1.44 1.29 4.27
H 0.59 0.57 3.38
O 1.50 0.85 3.46
H 2.07 1.01 -4.25
H 1.07 0.20 -4.90
O 1.81 0.13 -4.27
H -1.44 0.49 1.52
H -1.15 1.89 2.04
O -1.00 0.95 2.43
H 3.67 2.58 1.45
H 2.48 2.86 2.40
O 2.83 2.99 1.50

---

b:
58
Properties=species:S:1:pos:R:3 method="wB97M-V/def2-TZVPD" multiplicity=1 gap_ev=9.9
C 0.04 0.28 -2.11
C -0.85 -0.44 -3.11
C -0.63 0.41 -0.74
N -0.69 -0.89 -0.07
C -1.23 -0.80 1.32
C -1.16 -2.17 2.00
C 0.20 -2.44 2.63
H 1.00 -0.27 -2.03
H 0.30 1.32 -2.47
H -0.43 -0.40 -4.15
H -1.00 -1.49 -2.85
H -1.85 0.01 -3.14
H -1.70 0.79 -0.83
H -0.07 1.13 -0.11
H 0.25 -1.33 -0.05
H -2.24 -0.47 1.19
H -0.69 -0.05 1.95
H -1.92 -2.16 2.83
H -1.44 -2.98 1.31
H 0.45 -1.67 3.39
H 1.01 -2.38 1.85
H 0.22 -3.44 3.07
H 0.80 2.00 2.22
H 1.64 1.33 3.40
O 1.70 1.62 2.45
H -3.53 1.54 0.68
H -3.61 1.65 2.20
O -3.09 1.97 1.47
H 1.89 -2.11 -3.43
H 1.38 -3.21 -2.50
O 2.20 -2.85 -2.90
H 1.46 3.31 -1.00
H 0.31 3.64 0.03
O 0.97 4.02 -0.50
H 2.68 1.34 -0.79
H 3.31 2.72 -0.84
O 2.69 2.14 -1.34
H 2.54 3.96 0.88
H 2.81 2.78 1.78
O 3.28 3.44 1.21
H 2.63 -1.57 0.06
H 2.78 -2.53 -1.12
O 2.50 -2.49 -0.18
H 1.05 -3.39 -0.65
H -0.34 -2.77 -1.04
O 0.23 -3.55 -1.18
H 3.76 0.14 0.72
H 2.38 0.58 1.22
O 2.84 0.12 0.49
H -3.93 -0.11 -0.93
H -4.52 1.29 -1.40
O -4.35 0.77 -0.60
H -2.36 -1.52 -1.09
H -3.67 -2.35 -1.21
O -3.25 -1.49 -1.44
H -1.43 2.46 1.55
H -0.77 3.69 2.18
O -0.57 2.85 1.74

---

It turns out b is the most stable, with the second structure 0.2467 hartree higher.

---

a:
18
Properties=species:S:1:pos:R:3 method="wB97M-V/def2-TZVPD" multiplicity=1 charge=+1 gap_ev=5.0
N 0.55 -2.98 1.74
C -0.71 0.47 0.85
C -0.84 1.64 1.68
C -0.21 0.45 -0.51
N -0.32 1.54 -1.28
O 0.22 -0.62 -0.93
H 1.46 -3.30 2.03
H -0.04 -3.80 1.71
H 0.59 -2.59 0.81
H -0.90 -0.50 1.33
H -0.80 1.32 2.72
H 0.14 2.21 1.55
H -1.64 2.38 1.52
H -0.65 2.36 -0.79
H -0.10 1.48 -2.28
H 0.98 -0.21 -2.60
H 1.29 -0.18 -4.14
O 1.00 0.35 -3.39

---

b:
18
Properties=species:S:1:pos:R:3 method="wB97M-V/def2-TZVPD" multiplicity=1 charge=+1 gap_ev=10.2
O -2.61 -1.44 0.93
C -1.93 -1.74 1.86
O -0.68 -2.17 1.72
H -2.25 -1.65 2.91
H -0.37 -2.61 2.54
C 1.21 1.25 -1.18
N 2.58 1.15 -0.71
C 0.35 0.35 -0.29
N -1.00 0.15 -0.92
H 1.14 0.89 -2.21
H 0.80 2.26 -1.11
H 3.14 1.91 -1.06
H 2.61 1.20 0.30
H 0.22 0.81 0.69
H 0.81 -0.62 -0.15
H -1.66 -0.38 -0.33
H -1.46 1.02 -1.20
H -0.87 -0.39 -1.77

---

c:
18
Properties=species:S:1:pos:R:3 method="wB97M-V/def2-TZVPD" multiplicity=1 charge=+1 gap_ev=10.6
O -1.80 -0.42 -0.86
C -1.30 0.34 -0.07
N -1.81 1.33 0.72
C 0.31 0.21 0.04
N 0.79 -1.19 0.34
C 1.88 -1.19 1.30
H -2.69 1.64 0.47
H -1.12 1.83 1.25
H 0.72 0.61 -0.99
H 0.82 0.92 0.69
H 1.26 -1.66 -0.52
H 0.03 -1.87 0.68
H 2.75 -0.75 0.81
H 1.98 -2.06 1.84
H 1.49 -0.72 2.24
H -1.35 0.15 -2.64
H -1.17 1.89 -2.69
O -0.80 0.96 -2.60

---

It turns out b is the most stable, with the second structure 0.0592 hartree higher.